[1]
Here is 10 unconnected molecules or ions with the total composition C32H82N6O10 in a non-equilibrium geometry from OMol25. Energies are from wB97M-V/def2-TZVPD.

The geometry in XYZ format:
```
130
Properties=species:S:1:pos:R:3
H 4.80 -0.85 1.58
H -3.66 4.34 -3.81
H 6.71 1.44 1.05
H 6.76 -0.56 -0.61
H 1.96 4.43 1.83
H 0.21 1.90 1.95
H -3.80 -4.81 -2.71
H 3.11 0.74 1.45
C 1.39 -2.07 2.16
H -3.27 3.81 4.91
C 5.68 -0.38 1.13
H 0.45 -4.65 -3.36
C 1.01 3.79 3.74
C -1.64 -4.42 -3.05
H -2.52 3.45 3.48
H -3.49 5.87 3.37
H -5.17 -1.47 -3.04
H 6.16 3.39 -0.03
H -1.41 2.14 1.33
N -4.21 0.67 -3.02
H -3.59 -6.59 -0.96
H -5.05 5.30 3.65
H 3.01 4.43 3.18
H 3.28 1.73 -1.98
H -3.00 -3.19 -4.26
C -2.75 -4.72 -0.25
H 3.26 2.42 1.95
H -3.72 1.56 -3.05
H -0.88 0.48 -0.52
H 1.67 5.67 3.01
H 2.54 2.08 0.43
H 0.70 0.20 -0.09
H 4.49 4.05 -0.08
H -1.31 -2.93 -4.52
C -2.85 -5.33 -2.62
H 5.35 -1.45 -2.75
H 1.04 -1.92 5.37
H 5.49 1.29 2.36
H -2.87 -1.83 -0.03
C -4.10 4.98 3.23
H -4.12 -2.23 5.47
H -2.89 -1.50 3.41
N -1.47 -3.43 -2.00
C -0.37 -4.28 -0.01
H 0.01 4.04 3.40
H -2.13 -4.34 -5.29
C 4.69 1.88 0.45
C 5.23 -0.37 -2.69
H -2.05 0.73 4.72
O 1.12 4.10 5.09
O 1.16 -2.31 4.50
H -2.85 2.34 -1.29
O -0.54 -2.40 -2.25
O 0.14 2.11 -0.72
H -0.15 -5.92 -2.50
C -3.50 3.73 3.85
H 0.48 -2.48 1.73
C -1.96 -2.38 0.23
H -3.56 -2.24 -2.78
H 3.00 -0.71 -0.03
H 1.98 -0.61 3.54
H -4.80 -0.76 4.65
H -3.75 -4.32 -0.10
H -3.92 -0.54 6.13
H -1.23 3.37 -2.97
H -1.97 -1.42 4.93
H 6.24 0.05 -2.70
C -1.64 -3.65 -0.55
O -4.42 2.70 3.64
H 2.33 2.48 -5.09
H 6.58 -0.80 1.58
H 5.25 3.77 1.47
H -2.51 -5.27 0.66
O -2.25 -0.39 -2.63
H 2.57 -0.29 -1.58
H -1.90 -6.54 -1.10
C -0.08 0.95 0.04
H -3.79 3.79 -1.47
H -2.20 -2.76 1.22
H 1.24 2.73 3.69
C 5.18 3.39 0.45
N -4.17 -1.44 -2.85
H -2.16 3.68 -0.57
H 1.72 -1.31 1.45
H 0.49 1.85 -1.58
C 1.15 -1.31 3.47
C -2.80 -0.99 4.37
H -5.08 0.50 -3.50
C 1.98 4.63 2.90
C -2.06 -3.72 -4.40
H -0.58 1.12 -5.15
C 5.75 -0.85 -0.31
H 2.06 4.07 5.27
C -3.46 -0.37 -2.83
H 5.70 -1.93 -0.37
H 4.63 0.07 -3.49
O 4.14 2.15 -1.87
C 4.74 -0.11 -1.28
C -3.99 -1.18 5.24
O -3.15 3.53 -3.72
H -1.96 4.94 -2.77
H -3.89 1.89 3.64
C -2.17 3.87 -2.75
C 5.71 1.09 1.31
C 0.92 1.61 -4.02
H 3.30 -1.85 -1.46
C 3.35 -0.84 -1.05
H 2.18 -2.82 2.20
H -1.15 -1.67 -2.37
N 1.39 2.11 -5.12
H -1.18 -1.62 0.33
H 0.22 -0.75 3.45
H -0.20 -5.29 -0.38
C -0.44 -5.28 -3.33
C -2.76 3.41 -1.43
O 1.45 1.65 -2.94
N -0.20 1.04 -4.22
H -0.80 0.66 -3.51
H -2.98 -6.21 -3.26
H -4.04 4.82 2.15
H -0.96 0.62 2.08
C -2.78 -5.90 -1.21
N 4.65 1.38 -0.97
C 3.33 1.75 1.10
H 0.47 -3.60 -0.14
H 0.86 1.92 -5.95
H -0.46 -5.88 -4.24
H -0.44 -4.42 1.07
C -0.61 1.40 1.42
O -2.68 0.39 4.08
```

Results
- gap between HOMO and LUMO (alpha / beta) (eV) = 7.959 / 4.244
- M (g/mol) = 711.040
- multiplicity = 2
- total charge = +1
- E_HOMO (alpha / beta) (eV) = -9.74 / -9.74
- E_tot (eV) = -63918.9987
- E_LUMO (alpha / beta) (eV) = -1.8 / -5.5

***

[2]
Here is a single C2H3NO2 molecule in a non-equilibrium geometry from OMol25. Energies are from wB97M-V/def2-TZVPD.

The geometry in XYZ format:
```
8
Properties=species:S:1:pos:R:3
O 0.05 -0.94 -0.31
H 1.28 -0.02 1.16
H 1.86 -0.03 -0.64
C -1.14 -0.37 -0.06
H -2.03 -0.94 0.15
C 0.98 0.12 0.04
O 0.16 1.28 -0.26
N -1.17 0.91 -0.08
```

Results
- gap between HOMO and LUMO (eV) = 10.382
- M (g/mol) = 73.051
- SMILES string = C1=NOCO1
- E_HOMO (eV) = -9.47
- E_tot (eV) = -7705.0649
- E_LUMO (eV) = 0.9

***

[3]
Here is 6 unconnected molecules or ions with the total composition C6H24O6 in a non-equilibrium geometry from OMol25. Energies are from wB97M-V/def2-TZVPD.

The geometry in XYZ format:
```
36
Properties=species:S:1:pos:R:3
H 1.55 0.85 3.51
H -1.27 -3.25 -3.76
O -0.70 -3.97 -4.07
H 2.83 -0.08 -1.75
H 1.35 3.32 3.77
H -0.95 0.43 4.04
H 1.99 -0.64 -3.26
O 0.48 -0.19 -0.25
C 1.55 -2.23 -0.66
H -3.46 -2.52 -2.34
H 1.43 0.77 -2.39
H 0.07 0.59 -0.64
H -2.08 0.58 -0.73
H 0.10 -1.34 -1.91
C -0.60 0.59 3.02
O -2.61 -2.33 -2.75
H 0.37 2.37 4.97
C 0.49 2.68 3.93
H -2.40 1.58 -1.83
H -0.47 3.15 3.68
H 2.20 -2.02 0.19
O -0.90 3.58 0.19
H -1.19 2.88 -0.43
H -0.82 -4.68 -3.43
H 2.17 -2.73 -1.41
H -1.96 -2.68 -2.12
H 0.84 -3.02 -0.41
H -0.51 -0.34 2.46
C 0.97 -1.01 -1.32
C 0.69 1.40 3.12
C 1.89 -0.22 -2.27
H -1.30 1.21 2.46
O 1.09 1.77 1.77
H -0.09 3.24 0.60
O -1.70 1.32 -1.22
H 0.96 0.96 1.25
```

Results
- gap between HOMO and LUMO (eV) = 9.781
- M (g/mol) = 192.252
- SMILES string = CC(C)O.CC(C)O.O.O.O.O
- E_HOMO (eV) = -9.92
- E_tot (eV) = -18896.2009
- E_LUMO (eV) = -0.1